Run i
This record from the OMol25 dataset describes 3 unconnected molecules or ions with the total composition C3H10NO4. The level of theory is ωB97M-V with the def2-TZVPD basis set.

Summary:
net charge = -1
frontier orbital gap = 8.0 eV
highest occupied orbital energy = -4.06 eV

Each line ends with the natural charge from an NBO analysis.
Element x y z (Å)
C: -2.04995 -0.14725 -0.15244  0.52
N: -0.74934 -0.48941 0.19640  -0.60
C: -0.17796 -1.66628 -0.55495  -0.27
C: 1.01054 -1.00614 -1.38318  0.02
O: 1.56623 -0.02195 -0.72405  -0.93
O: -2.63070 0.77799 0.39584  -0.66
H: -2.49896 -0.70260 -1.01556  0.10
H: -0.18961 -0.04783 0.81677  0.43
H: -0.83741 -2.26640 -1.02537  0.17
H: 0.30827 -2.20762 0.08818  0.18
H: 0.59332 -0.68585 -2.47496  0.06
H: 1.75739 -1.80400 -1.68040  0.09
H: 2.14559 0.40374 2.34077  0.47
H: 1.68501 -0.15661 0.81655  0.49
O: 1.49127 -0.10471 1.73812  -1.03
H: 1.15277 1.52597 0.02002  0.51
H: -0.17613 1.93651 0.11329  0.46
O: 0.64937 2.39224 0.23625  -1.00

---

Run ii
This record from the OMol25 dataset describes a molecular structure, C3H10NO4. The level of theory is ωB97M-V with the def2-TZVPD basis set.

Summary:
net charge = -1
frontier orbital gap = 7.8 eV
highest occupied orbital energy = -4.03 eV

Each line ends with the natural charge from an NBO analysis.
Element x y z (Å)
O: 3.05725 1.04984 -0.12791  -0.66
C: 2.18973 0.17877 -0.06662  0.29
C: 1.05109 0.06287 -0.87807  -0.23
N: 0.13826 -0.97324 -0.64877  -0.71
C: -1.38189 -0.71935 -0.92834  0.15
O: -2.11502 -0.53513 0.14210  -0.93
H: 2.41311 -0.66426 0.60640  0.14
H: 0.95583 0.72866 0.08165  0.29
H: 0.93057 0.74647 -1.71601  0.21
H: 0.39574 -1.84124 -1.08998  0.36
H: -1.35720 0.16300 -1.59620  0.09
H: -1.65581 -1.67084 -1.39565  0.09
H: 0.14876 -0.81385 1.26456  0.48
H: -1.05364 -0.50290 2.06129  0.49
O: -0.08942 -0.50426 2.15932  -1.01
H: -0.52682 1.99884 1.00525  0.45
H: -1.76735 1.21089 0.64618  0.51
O: -1.33316 2.08574 0.48083  -1.00

---

Quick one: least stable of them? run ii

---

Run i
This record from the OMol25 dataset describes a gas-phase ion, C7H16N (charge +1). The level of theory is ωB97M-V with the def2-TZVPD basis set.

Summary:
net charge = +1
frontier orbital gap = 7.7 eV
highest occupied orbital energy = -11.76 eV

Each line ends with the natural charge from an NBO analysis.
Element x y z (Å)
C: 0.49784 1.80048 -1.75270  -0.25
C: -0.30247 0.65974 -1.12913  -0.44
C: 0.52054 -0.37348 -0.25895  -0.42
C: -0.36915 0.07864 2.00886  -0.17
C: -0.00688 -0.77483 1.03740  -0.02
C: -0.31365 -2.27389 1.18037  -0.65
C: -1.15549 -0.50848 3.05806  -0.68
N: 1.19404 1.49525 -3.08170  -0.75
H: -0.38398 2.43908 -1.99583  0.25
H: 1.30082 2.15374 -1.03309  0.24
H: -0.91835 0.15834 -1.90930  0.22
H: -1.06431 1.09612 -0.37986  0.27
H: 1.47293 0.22783 -0.17237  0.19
H: 0.90934 -1.15235 -0.97136  0.21
H: -0.17543 1.10538 1.89714  0.20
H: -0.13023 -2.64973 0.22547  0.20
H: -1.32859 -2.52182 1.31226  0.22
H: 0.26684 -2.87344 1.88411  0.24
H: -2.07626 -0.80360 2.57268  0.23
H: -0.84969 -1.45141 3.65861  0.24
H: -1.39986 0.05207 3.96729  0.24
H: 2.30437 1.50873 -2.95308  0.46
H: 1.07811 2.17980 -3.92410  0.48
H: 0.92953 0.42782 -3.24077  0.47

---

Run ii
This record from the OMol25 dataset describes 2 unconnected molecules or ions with the total composition C7H16N. The level of theory is ωB97M-V with the def2-TZVPD basis set.

Summary:
net charge = +1
frontier orbital gap = 10.0 eV
highest occupied orbital energy = -13.30 eV

Each line ends with the natural charge from an NBO analysis.
Element x y z (Å)
C: -0.52542 0.87855 -1.78532  -0.67
C: -1.72377 0.28608 -1.09622  0.04
C: -1.80774 -1.02346 -0.81089  -0.47
C: -2.88383 1.21834 -0.88181  -0.65
H: -0.74537 1.28400 -2.77544  0.26
H: 0.25699 0.12919 -1.91030  0.20
H: -0.10073 1.69605 -1.19209  0.21
H: -2.76131 -1.43166 -0.49498  0.22
H: -0.99232 -1.71708 -0.97411  0.19
H: -3.71292 0.67106 -0.43367  0.23
H: -3.21772 1.60996 -1.84431  0.24
H: -2.60484 2.05849 -0.24111  0.22
C: 2.44797 0.36421 0.28971  -0.67
C: 1.88644 -0.53134 1.33648  0.14
C: 2.53687 -1.25104 2.23415  -0.36
N: 0.38092 -0.68078 1.30792  -0.72
H: 3.51417 0.43025 0.50961  0.26
H: 2.28990 0.02717 -0.73039  0.25
H: 2.04112 1.37037 0.43705  0.23
H: 2.11334 -2.07689 2.78857  0.23
H: 3.58634 -1.04652 2.38161  0.24
H: -0.07706 -0.29056 0.47210  0.47
H: -0.06843 -0.29466 2.13818  0.45
H: 0.16740 -1.67975 1.27526  0.45

---

Quick one: least stable of them? run i

---

Run i
This record from the OMol25 dataset describes 2 unconnected molecules or ions with the total composition C7H16N. The level of theory is ωB97M-V with the def2-TZVPD basis set.

Summary:
net charge = +1
frontier orbital gap = 9.7 eV
highest occupied orbital energy = -12.70 eV

Each line ends with the natural charge from an NBO analysis.
Element x y z (Å)
C: 1.59329 -0.40202 1.72213  -0.45
C: 1.72496 -0.97188 0.51810  -0.20
C: 2.11490 -0.27772 -0.70552  -0.27
C: 2.23889 -0.91750 -1.87071  -0.32
H: 1.76047 0.66007 1.85909  0.20
H: 1.40201 -0.99112 2.60715  0.22
H: 1.57216 -2.04372 0.41983  0.22
H: 2.36260 0.77494 -0.64162  0.21
H: 2.53314 -0.39028 -2.76714  0.22
H: 2.07142 -1.98536 -1.94170  0.20
C: -0.38417 1.80398 -0.86259  -0.64
C: -1.14341 0.50386 -0.69029  -0.22
N: -1.48084 0.29465 0.76477  -0.51
C: -2.50209 -0.77246 0.99423  -0.42
H: 0.35666 1.95104 -0.07519  0.22
H: 0.13071 1.82203 -1.81823  0.26
H: -1.06777 2.65263 -0.79930  0.23
H: -2.09151 0.52170 -1.22463  0.22
H: -0.57567 -0.37029 -0.99623  0.24
H: -1.81334 1.18402 1.13548  0.43
H: -0.60787 0.01804 1.24472  0.46
H: -3.40499 -0.51499 0.44984  0.23
H: -2.69210 -0.84222 2.06092  0.24
H: -2.09744 -1.70742 0.61689  0.23

---

Run ii
This record from the OMol25 dataset describes a gas-phase ion, C7H16N (charge +1). The level of theory is ωB97M-V with the def2-TZVPD basis set.

Summary:
net charge = +1
frontier orbital gap = 8.9 eV
highest occupied orbital energy = -12.47 eV

Each line ends with the natural charge from an NBO analysis.
Element x y z (Å)
C: -1.72446 -0.68409 1.69418  -0.65
C: -0.66585 -0.79773 0.61710  -0.03
C: -0.63193 0.51484 -0.20950  -0.46
C: 0.71259 1.19658 -0.16477  0.00
C: 1.75651 0.78567 -0.87332  -0.18
C: 1.76500 -0.39693 -1.81678  -0.64
C: 0.86071 2.39427 0.75478  -0.65
N: -1.13491 -1.96295 -0.26667  -0.69
H: -2.76454 -0.59109 1.40662  0.23
H: -1.51575 0.18200 2.33159  0.26
H: -1.65941 -1.51459 2.40889  0.23
H: 0.29326 -1.06045 1.04840  0.25
H: -0.99122 0.34496 -1.22191  0.22
H: -1.36021 1.23962 0.15875  0.24
H: 2.72124 1.27830 -0.84956  0.22
H: 1.74406 -0.08676 -2.86041  0.24
H: 0.95418 -1.13689 -1.71739  0.15
H: 2.63592 -1.02984 -1.65117  0.23
H: 0.82422 3.22943 0.04403  0.24
H: 0.09102 2.54008 1.50285  0.22
H: 1.85813 2.43614 1.18577  0.24
H: -1.77184 -1.77487 -1.04759  0.44
H: -0.30120 -2.40952 -0.66246  0.45
H: -1.69550 -2.69618 0.18858  0.44

---

Quick one: least stable of them? run i

---

Run i
This record from the OMol25 dataset describes 2 unconnected molecules or ions with the total composition C2H2N3OS. The level of theory is ωB97M-V with the def2-TZVPD basis set.

Summary:
net charge = -1
frontier orbital gap = 5.5 eV
highest occupied orbital energy = -2.36 eV

Each line ends with the natural charge from an NBO analysis.
Element x y z (Å)
C: -0.13558 1.50555 0.43240  0.39
C: 1.58759 -0.75860 -0.54520  0.48
N: 0.34793 2.53800 0.17434  -0.65
N: -1.65396 -0.26869 0.28562  -0.68
N: -0.50448 0.35614 0.84257  -0.61
O: 1.11853 -0.60380 -1.60845  -0.49
S: 2.48352 -1.30388 0.61509  -0.07
H: -1.59123 -1.25570 0.54138  0.33
H: -1.65233 -0.20903 -0.73775  0.31

---

Run ii
This record from the OMol25 dataset describes a gas-phase ion, C2H2N3OS (charge -1). The level of theory is ωB97M-V with the def2-TZVPD basis set.

Summary:
net charge = -1
frontier orbital gap (alpha / beta) = 5.0 / 5.0 eV
highest occupied orbital energy (alpha / beta) = -2.02 / -2.02 eV

Each line ends with the natural charge from an NBO analysis.
Element x y z (Å)
C: -0.95349 -0.21545 -0.07207  0.24
C: 1.18237 0.05070 1.13104  0.24
N: -0.68550 0.21040 -1.21695  -0.23
N: -0.11526 -0.22545 1.05850  -0.68
N: 0.14696 0.95176 -1.79891  -0.27
O: 1.92177 -0.13917 2.13213  -0.74
S: 0.87742 0.76959 -3.22606  -0.01
H: -1.88422 -0.53170 0.09865  0.17
H: -0.49005 -0.87067 1.89366  0.28

---

Run iii
This record from the OMol25 dataset describes 2 unconnected molecules or ions with the total composition C2H2N3OS. The level of theory is ωB97M-V with the def2-TZVPD basis set.

Summary:
net charge = -1
frontier orbital gap = 7.7 eV
highest occupied orbital energy = -4.12 eV

Each line ends with the natural charge from an NBO analysis.
Element x y z (Å)
C: -0.36592 -1.29273 -0.98342  0.43
C: 0.84662 0.00755 1.27277  0.49
N: -0.74051 -2.39927 -1.11036  -0.53
N: -0.80161 0.98908 -0.77124  -0.66
N: 0.11661 -0.13026 -0.63362  -0.53
O: 0.52038 1.10206 1.60789  -0.60
S: 1.89860 -1.26900 1.43519  -0.26
H: -0.29741 1.82797 -0.94661  0.33
H: -1.17677 1.16459 0.12939  0.33

---

Quick one: least stable of them? run ii